<i>
# C2H2FIS

2 unconnected molecules or ions with the total composition C2H2FIS (ωB97M-V/def2-TZVPD, the OMol25 dataset).

Each line ends with the Löwdin charge.
CARTESIAN COORDINATES (ANGSTROEM)
1 C -0.286 0.483 -0.734  -0.690
2 C 0.399 -0.237 0.228  -0.740
3 F -2.250 -0.056 0.713  -0.590
4 S -0.728 1.296 -1.960  0.984
5 I 2.487 -0.383 -0.228  0.820
6 H 0.258 0.139 1.275  0.101
7 H 0.121 -1.242 0.707  0.116


<ii>
# C2H2FIS

2 unconnected molecules or ions with the total composition C2H2FIS (ωB97M-V/def2-TZVPD, the OMol25 dataset).

Each line ends with the Löwdin charge.
CARTESIAN COORDINATES (ANGSTROEM)
1 C -0.077 0.830 -0.083  -1.072
2 C 0.192 -0.525 -0.298  -0.747
3 F -1.391 1.040 -0.293  -0.048
4 S 0.874 2.020 0.513  0.704
5 I 2.042 -1.261 0.267  0.851
6 H -1.186 -0.948 0.852  0.265
7 H -0.455 -1.156 -0.959  0.048


Need the numbers? Relative energies in kcal/mol: <i> 6.6; <ii> 0.0.


<i>
# C2H2Cl2S

A single C2H2Cl2S molecule (ωB97M-V/def2-TZVPD, the OMol25 dataset).

SMILES = S=C(Cl)CCl

Each line ends with the Löwdin charge.
CARTESIAN COORDINATES (ANGSTROEM)
1 S 2.245 -1.138 -1.007  0.696
2 C 1.717 0.052 -0.068  -1.413
3 Cl 2.839 0.918 0.914  0.616
4 C 0.266 0.354 0.046  -0.684
5 Cl 0.186 1.656 -1.179  0.590
6 H -0.281 -0.592 -0.039  0.072
7 H -0.037 0.681 1.151  0.123


<ii>
# C2H2Cl2S

2 unconnected molecules or ions with the total composition C2H2Cl2S (ωB97M-V/def2-TZVPD, the OMol25 dataset).

Each line ends with the Löwdin charge.
CARTESIAN COORDINATES (ANGSTROEM)
1 C 0.722 -0.037 0.535  -0.825
2 C -0.512 -0.014 -0.268  -1.286
3 S 2.113 0.608 0.053  0.718
4 Cl -1.675 -1.232 0.208  0.569
5 Cl -1.246 1.585 -0.338  0.567
6 H 0.663 -0.534 1.496  0.043
7 H -0.064 -0.376 -1.685  0.214


Need the numbers? Relative energies in kcal/mol: <i> 0.0; <ii> 30.8.


<i>
# CH3Br2ClOSi

A molecular structure, CH3Br2ClOSi (ωB97M-V/def2-TZVPD, the OMol25 dataset).

Each line ends with the Löwdin charge.
CARTESIAN COORDINATES (ANGSTROEM)
1 C -0.905 0.139 0.614  -0.190
2 O -0.758 1.399 0.096  -0.405
3 Si -1.320 2.853 0.603  -0.379
4 Cl -0.128 4.256 -0.094  0.433
5 Br -3.496 2.733 0.527  0.455
6 Br -0.376 2.537 3.452  -0.149
7 H -1.974 -0.128 0.987  0.106
8 H -0.436 0.328 1.616  0.038
9 H -0.496 -0.594 -0.072  0.090


<ii>
# CH3Br2ClOSi

A single CH3Br2ClOSi molecule (ωB97M-V/def2-TZVPD, the OMol25 dataset).

SMILES = CO[Si](Cl)(Br)Br

Each line ends with the Löwdin charge.
CARTESIAN COORDINATES (ANGSTROEM)
1 C 0.293 -0.030 0.086  -0.112
2 O 1.589 0.448 0.328  -0.364
3 Si 2.998 0.329 -0.395  -0.503
4 Cl 3.054 0.243 -2.374  0.392
5 Br 4.158 1.832 0.647  0.442
6 Br 4.409 -2.067 0.288  -0.133
7 H -0.378 0.516 0.749  0.095
8 H 0.241 -1.096 0.307  0.097
9 H 0.002 0.142 -0.952  0.086


<iii>
# CH3Br2ClOSi

A single CH3Br2ClOSi molecule (ωB97M-V/def2-TZVPD, the OMol25 dataset).

SMILES = CO[Si](Cl)(Br)Br

Each line ends with the Löwdin charge.
CARTESIAN COORDINATES (ANGSTROEM)
1 C 1.449 0.129 0.271  -0.139
2 O 0.122 -0.215 0.541  -0.411
3 Si -1.241 -0.165 -0.268  -0.682
4 Cl -1.045 -0.077 -2.315  0.319
5 Br -2.192 -2.038 0.497  0.361
6 Br -2.468 1.643 0.553  0.257
7 H 2.087 -0.709 0.713  0.112
8 H 1.689 1.207 0.780  0.143
9 H 1.600 0.223 -0.771  0.040


Need the numbers? Relative energies in kcal/mol: <i> 45.2; <ii> 23.1; <iii> 0.0.


<i>
# C5H14NO

2 unconnected molecules or ions with the total composition C5H14NO (ωB97M-V/def2-TZVPD, the OMol25 dataset).

total charge = +1

Each line ends with the Löwdin charge.
CARTESIAN COORDINATES (ANGSTROEM)
1 C -2.362 1.638 1.222  -0.003
2 C -0.251 2.407 0.372  0.165
3 N -1.104 1.469 0.504  -0.012
4 H -2.753 0.650 1.460  0.105
5 H -3.114 2.060 0.556  0.112
6 H -2.189 2.240 2.109  0.106
7 H -0.368 3.283 0.998  0.126
8 H 0.546 2.206 -0.331  0.120
9 H -0.907 0.591 -0.085  0.108
10 C 1.124 -1.112 0.795  -0.053
11 C 0.573 -1.571 -0.541  -0.427
12 C 1.652 -1.794 -1.585  -0.046
13 O -0.382 -0.576 -1.066  -0.083
14 H 0.309 -0.982 1.511  0.079
15 H 1.671 -0.173 0.708  0.079
16 H 1.790 -1.871 1.200  0.096
17 H 0.026 -2.501 -0.389  0.142
18 H 2.350 -2.563 -1.252  0.096
19 H 2.244 -0.879 -1.690  0.093
20 H 1.230 -2.133 -2.530  0.093
21 H -0.084 -0.390 -1.965  0.104


<ii>
# C5H14NO

A gas-phase ion, C5H14NO (charge +1) (ωB97M-V/def2-TZVPD, the OMol25 dataset).

total charge = +1
SMILES = CC(C)[C@H]([NH3+])CO

Each line ends with the Löwdin charge.
CARTESIAN COORDINATES (ANGSTROEM)
1 C 1.254 -0.603 1.242  -0.043
2 C 0.184 -0.999 0.177  -0.358
3 C 0.850 -1.715 -1.031  -0.047
4 C -0.668 0.167 -0.313  -0.259
5 N 0.182 1.162 -1.096  0.250
6 C -1.358 0.938 0.803  -0.174
7 O -1.779 2.176 0.206  -0.062
8 H 0.774 -0.538 2.217  0.084
9 H 1.732 0.358 1.031  0.084
10 H 1.966 -1.415 1.269  0.084
11 H -0.486 -1.699 0.649  0.140
12 H 0.523 -1.334 -1.997  0.076
13 H 1.935 -1.753 -0.941  0.086
14 H 0.525 -2.755 -1.030  0.091
15 H -1.433 -0.245 -0.977  0.165
16 H 0.094 2.056 -0.604  0.158
17 H 1.147 0.829 -1.096  0.158
18 H -0.154 1.241 -2.052  0.177
19 H -0.643 1.178 1.591  0.125
20 H -2.199 0.361 1.183  0.147
21 H -2.446 2.593 0.768  0.117


<iii>
# C5H14NO

A molecular structure, C5H14NO (ωB97M-V/def2-TZVPD, the OMol25 dataset).

total charge = +1

Each line ends with the Löwdin charge.
CARTESIAN COORDINATES (ANGSTROEM)
1 C -2.057 0.880 0.697  -0.039
2 C -1.122 0.042 -0.150  -0.433
3 C 0.010 -0.671 0.748  -0.098
4 C 1.311 -0.802 0.031  -0.090
5 C 2.271 0.373 0.261  -0.020
6 O 1.326 1.811 -0.155  -0.047
7 N -1.812 -0.812 -1.051  0.114
8 H -2.581 0.348 1.495  0.093
9 H -2.811 1.380 0.094  0.093
10 H -1.488 1.665 1.201  0.090
11 H -0.521 0.752 -0.709  0.107
12 H -0.361 -1.638 1.083  0.132
13 H 0.163 -0.046 1.627  0.145
14 H 0.989 -0.579 -1.148  0.072
15 H 1.802 -1.768 0.112  0.154
16 H 2.394 0.721 1.278  0.141
17 H 3.266 0.241 -0.173  0.147
18 H 1.955 1.273 -0.625  -0.071
19 H 0.937 -0.589 -1.982  0.332
20 H -1.337 -0.984 -1.918  0.072
21 H -2.333 -1.598 -0.715  0.106


Need the numbers? Relative energies in kcal/mol: <i> 11.3; <ii> 0.0; <iii> 185.3.


<i>
# C5H14NO

2 unconnected molecules or ions with the total composition C5H14NO (ωB97M-V/def2-TZVPD, the OMol25 dataset).

total charge = +1

Each line ends with the Löwdin charge.
CARTESIAN COORDINATES (ANGSTROEM)
1 C -0.705 -1.565 1.240  -0.040
2 C 0.644 -0.848 1.800  -0.172
3 C 0.796 0.556 1.323  -0.137
4 C 1.510 0.951 0.253  -0.142
5 C 1.096 2.201 -0.456  -0.100
6 N -0.669 -1.788 -0.369  0.223
7 H -1.661 -1.059 1.480  0.127
8 H -0.713 -2.644 1.631  0.140
9 H 1.563 -1.390 1.442  0.137
10 H 0.510 -0.827 2.884  0.117
11 H 0.159 1.289 1.853  0.131
12 H 2.153 0.444 -0.315  0.064
13 H 1.369 3.015 0.185  0.075
14 H 0.026 2.353 -0.896  0.103
15 H 1.693 2.379 -1.340  0.068
16 H -0.457 -2.690 -0.605  0.113
17 H 0.210 -1.241 -0.542  0.148
18 H -1.300 -1.333 -0.991  0.119
19 H -1.813 1.255 -2.202  0.142
20 H -2.467 0.591 -3.553  0.000
21 O -1.943 0.349 -2.822  -0.116


<ii>
# C5H14NO

2 unconnected molecules or ions with the total composition C5H14NO (ωB97M-V/def2-TZVPD, the OMol25 dataset).

total charge = +1

Each line ends with the Löwdin charge.
CARTESIAN COORDINATES (ANGSTROEM)
1 C 1.688 0.748 1.032  -0.017
2 C 0.216 0.684 0.703  -0.312
3 N -0.062 -0.112 -0.576  0.057
4 C -1.528 -0.530 -0.565  -0.083
5 C -1.831 -0.762 0.909  -0.116
6 C -0.764 0.051 1.682  -0.131
7 H 2.227 0.993 0.123  0.089
8 H 1.987 -0.171 1.544  0.096
9 H 1.775 1.466 1.851  0.103
10 H -0.194 1.645 0.373  0.159
11 H 0.569 -0.922 -0.633  0.173
12 H 0.231 0.363 -1.440  0.137
13 H -2.062 0.305 -1.014  0.134
14 H -1.597 -1.346 -1.278  0.132
15 H -2.774 -0.320 1.208  0.121
16 H -1.744 -1.821 1.135  0.121
17 H -0.200 -0.416 2.502  0.125
18 H -1.194 0.860 2.279  0.125
19 H 2.463 0.031 -3.325  0.059
20 H 1.179 -0.629 -3.601  0.066
21 O 1.616 -0.117 -2.907  -0.040


<iii>
# C5H14NO

2 unconnected molecules or ions with the total composition C5H14NO (ωB97M-V/def2-TZVPD, the OMol25 dataset).

total charge = +1

Each line ends with the Löwdin charge.
CARTESIAN COORDINATES (ANGSTROEM)
1 C 2.173 1.058 -1.158  -0.112
2 C 2.235 -0.339 -0.530  -0.261
3 C 0.909 -1.097 -0.539  -0.181
4 C -0.410 -0.666 0.173  -0.149
5 C -0.949 -1.349 2.384  0.200
6 N -0.301 -0.567 1.605  0.065
7 H 1.506 1.184 -2.031  0.083
8 H 1.811 1.813 -0.448  0.069
9 H 3.138 1.469 -1.481  0.080
10 H 3.080 -0.859 -0.970  0.113
11 H 2.558 -0.193 0.517  0.100
12 H 0.747 -1.229 -1.631  0.134
13 H 1.100 -2.118 -0.156  0.119
14 H -0.768 0.273 -0.289  0.146
15 H -1.179 -1.363 -0.154  0.132
16 H -0.946 -1.261 3.478  0.138
17 H -1.746 -1.976 1.970  0.133
18 H 0.571 -0.249 2.041  0.189
19 H -4.050 3.028 -1.232  0.042
20 H -4.886 1.827 -1.010  0.026
21 O -4.594 2.612 -0.540  -0.068


<iv>
# C5H14NO

2 unconnected molecules or ions with the total composition C5H14NO (ωB97M-V/def2-TZVPD, the OMol25 dataset).

total charge = +1

Each line ends with the Löwdin charge.
CARTESIAN COORDINATES (ANGSTROEM)
1 C 1.273 -0.159 2.670  -0.104
2 C 0.842 -1.281 1.650  -0.299
3 C -0.200 -0.950 0.622  -0.175
4 C 0.395 -0.518 -0.840  -0.100
5 C -1.107 -0.325 -2.697  0.172
6 N -0.470 0.199 -1.760  0.057
7 H 1.983 -0.648 3.357  0.075
8 H 0.431 0.099 3.323  0.065
9 H 1.639 0.806 2.145  0.102
10 H 0.790 -2.299 2.120  0.120
11 H 1.833 -1.518 1.069  0.125
12 H -0.640 -0.057 1.124  0.105
13 H -1.111 -1.610 0.687  0.129
14 H 0.665 -1.443 -1.323  0.115
15 H 1.405 -0.038 -0.774  0.148
16 H -1.833 0.193 -3.275  0.117
17 H -1.045 -1.409 -2.981  0.151
18 H -0.824 1.123 -1.623  0.101
19 H -2.067 3.482 -1.169  0.017
20 H -0.589 3.453 -1.184  0.072
21 O -1.371 2.900 -1.142  0.007


Need the numbers? Relative energies in kcal/mol: <i> 60.3; <ii> 0.0; <iii> 44.9; <iv> 46.8.